Here is C14H25N3 in the gas phase at a distorted geometry from the OMol25 dataset. Energies are from ωB97M-V/def2-TZVPD.

Values from the calculation:
Energy relative to the best compared isomer or geometry (same formula, charge and spin): 94.9 kcal/mol
Net charge: 0
SMILES: C=C=CCNCCCNCCCNCC=C=C
E: -19388.9836 eV
Kohn-Sham gap: 9.59 eV
LUMO level: 1.0 eV
Highest occupied orbital energy: -8.63 eV

Each line ends with the Mulliken charge.
Geometry (Å):
C 5.6752 -0.5745 -0.4179  -0.861
C 4.4145 -0.3270 -0.1985  0.215
C 3.2127 0.1345 0.0591  -0.385
C 1.9920 -0.1011 -0.7747  -0.392
N 0.9672 -0.7141 0.0560  -0.190
C 1.3026 -2.1477 0.1726  -0.672
C 0.1648 -2.9794 0.8418  -0.821
C -1.2654 -2.3615 0.8603  -0.749
N -1.8194 -1.9457 -0.4566  -0.257
C -3.2662 -1.5648 -0.3755  -0.850
C -3.3468 -0.0527 -0.6593  -0.404
C -2.5631 0.7211 0.3518  0.229
N -2.6538 2.1440 0.0298  -0.336
C -1.4765 2.5891 -0.7418  -0.724
C -0.1582 2.5020 -0.0048  0.330
C 0.6120 3.4748 0.3325  -0.224
C 1.3367 4.4735 0.8102  -0.986
H 6.2515 -1.4078 0.0163  0.249
H 6.1874 -0.0675 -1.2543  0.221
H 3.0800 0.7803 0.9536  0.273
H 2.3757 -0.7816 -1.6079  0.376
H 1.6153 0.8147 -1.2156  0.427
H 0.0596 -0.6509 -0.4731  0.122
H 1.4608 -2.6919 -0.8066  0.281
H 2.2420 -2.1885 0.7363  0.372
H 0.1360 -3.9968 0.4520  0.399
H 0.3459 -3.0585 1.9335  0.288
H -1.3177 -1.5083 1.5743  0.281
H -1.9907 -3.0816 1.2647  0.614
H -1.7824 -2.7358 -1.0646  0.237
H -3.8339 -2.1268 -1.0722  0.443
H -3.6776 -1.8170 0.6388  0.301
H -4.4291 0.2286 -0.6694  0.292
H -2.9171 0.2077 -1.6610  0.139
H -3.0240 0.5577 1.3566  0.327
H -1.5742 0.2975 0.4195  -0.460
H -2.7445 2.7871 0.8580  0.314
H -1.4353 2.0728 -1.6813  0.167
H -1.5615 3.6682 -0.9179  0.488
H 0.1794 1.5530 0.3578  0.426
H 1.0867 4.9722 1.7309  0.252
H 2.1391 4.9026 0.2466  0.249



Here is 2 unconnected molecules or ions with the total composition C4H6Cl2OS at a distorted geometry from the OMol25 dataset. Energies are from ωB97M-V/def2-TZVPD.

Values from the calculation:
Energy relative to the best compared isomer or geometry (same formula, charge and spin): 50.1 kcal/mol
Net charge: 0
SMILES: CC(C)=C(Cl)Cl.O=S
E: -42170.1048 eV
Kohn-Sham gap (spin up / spin down): 7.37 / 7.38 eV
LUMO level (spin up / spin down): -1.3 / -1.3 eV
Highest occupied orbital energy (spin up / spin down): -8.70 / -8.73 eV

Each line ends with the Mulliken charge.
Geometry (Å):
C 0.6787 -0.0415 -1.6112  -1.232
C 0.2360 0.3542 -0.1872  0.396
C 1.2197 0.1713 0.9122  -1.437
C -1.0275 0.7619 0.0673  0.376
Cl -1.4713 1.5459 1.5596  -0.166
Cl -2.3589 0.8824 -1.0313  -0.140
H 1.3114 0.6992 -1.9675  0.356
H -0.1744 -0.2394 -2.2709  0.378
H 1.2570 -0.9261 -1.4231  0.324
H 0.8258 0.3315 1.8937  0.392
H 1.9630 0.9294 0.8463  0.403
H 1.7571 -0.7772 1.1122  0.350
O -2.7747 -1.5864 1.2646  -0.314
S -1.4419 -2.1053 0.8354  0.314



Here is C3H7NO2 in the gas phase at a distorted geometry from the OMol25 dataset. Energies are from ωB97M-V/def2-TZVPD.

Values from the calculation:
Energy relative to the best compared isomer or geometry (same formula, charge and spin): 49.9 kcal/mol
Net charge: 0
SMILES: N[C@@H](C=O)CO
E: -8808.3659 eV
Kohn-Sham gap: 10.30 eV
LUMO level: 0.6 eV
Highest occupied orbital energy: -9.66 eV

Each line ends with the Mulliken charge.
Geometry (Å):
N 1.0492 0.1664 1.0007  -0.659
C 0.2998 0.4075 -0.2188  0.576
C 0.9066 -0.5280 -1.2658  -0.247
O 0.4466 -1.5177 -1.7695  -0.460
C -1.2478 0.2509 -0.1030  -0.560
O -1.7268 0.1309 1.2142  -0.559
H 0.7495 0.6493 1.8220  0.233
H 1.4652 -0.7370 1.0083  0.173
H 0.4732 1.3983 -0.6286  0.235
H 1.9547 -0.2699 -1.5068  0.386
H -1.4928 -0.6239 -0.7310  0.234
H -1.7790 1.0955 -0.5409  0.312
H -1.0983 -0.4223 1.7191  0.335